(1)
DFT (ωB97M-V/def2-TZVPD) results for C23H50BrInNS as an isolated structure.

Geometry (Å):
In -5.2626 -0.0394 1.0105
Br -7.6703 -2.5475 0.4261
S -6.9317 1.5492 -1.4693
N -9.1908 -0.0733 2.8408
C -6.8107 0.5780 2.4697
C 9.3887 -0.8273 -1.0828
C -2.3865 1.2606 0.3353
C 8.5006 0.3979 -1.3930
C -8.5398 2.1166 -3.6195
C -4.8114 -2.2425 1.2008
C 10.6990 -2.2520 1.9863
C 0.0234 0.9140 -0.4906
C 3.6993 1.4905 0.0745
C 1.1325 1.5768 0.3272
C 10.4039 -0.6047 0.0506
C 2.3662 1.9735 -0.5032
C -3.3624 1.0161 1.4991
C -5.8711 -3.2945 0.9921
C -8.2637 0.7193 1.9990
C -7.3891 1.2173 -3.1911
C 6.9853 0.1155 -1.4926
C -5.5148 -4.4154 0.0054
C 6.1153 0.7985 -0.4184
C -1.1287 0.3831 0.3777
C -5.7104 0.2741 -1.1547
C 4.8175 1.4089 -0.9588
C 9.9161 -1.0640 1.4401
H 8.8578 -1.3333 1.3785
H 8.6698 1.1518 -0.6193
H -4.3860 -2.3714 2.2007
H -8.5720 1.7683 2.0686
H -2.8733 1.0828 -0.6310
H -9.9885 -0.3633 2.2862
H 1.4275 0.8957 1.1316
H -6.1557 -3.7278 1.9471
H -8.2725 3.1696 -3.5123
H 10.6588 -3.0980 1.2958
H -1.3827 -0.6333 0.0619
H 8.7394 -1.6667 -0.8165
H 5.8529 0.0785 0.3633
H -2.0634 2.3106 0.3064
H -6.7728 -0.1500 3.2895
H -6.3042 -4.6132 -0.7181
H -4.6096 -4.1582 -0.5444
H -8.8091 1.9425 -4.6644
H 9.9169 -1.1406 -1.9859
H 8.8388 0.8541 -2.3262
H 0.4625 0.1187 -1.1027
H 5.0258 2.4123 -1.3462
H -0.8004 0.3018 1.4192
H -6.4560 1.5173 2.9050
H 6.8294 -0.9648 -1.4383
H 11.3366 -1.1235 -0.1877
H -4.7931 0.5185 -1.6995
H -3.9951 -2.4065 0.4897
H -2.8613 0.4283 2.2775
H -0.3754 1.6526 -1.1949
H -3.6421 1.9639 1.9677
H 2.2610 1.5729 -1.5175
H -8.3678 0.4416 0.9456
H 4.0094 2.1590 0.8862
H -8.7146 -0.9362 3.0770
H 11.7514 -1.9968 2.1290
H -9.4210 1.9316 -3.0032
H 9.9734 -0.2397 2.1548
H -6.5219 1.3717 -3.8394
H 0.7109 2.4578 0.8203
H 10.6586 0.4574 0.0888
H 10.3054 -2.5889 2.9472
H -7.6750 0.1651 -3.2623
H -5.3244 -5.3451 0.5472
H 2.3994 3.0611 -0.6146
H 6.6156 0.4141 -2.4766
H -6.0962 -0.6724 -1.5418
H 3.5594 0.5046 0.5320
H 6.7042 1.5741 0.0789
H 4.4656 0.8221 -1.8141

Properties
Charge: -1

Here are the Löwdin charges for atoms 1 to 6, given in e: In 0.719; Br 0.605; S 0.736; N -0.042; C -0.279; C -0.209


(2)
DFT (ωB97M-V/def2-TZVPD) results for a 6-piece molecular cluster, C23H50BrN7O6P overall in a non-equilibrium geometry.

Geometry (Å):
Br -4.1790 1.9696 4.4093
P -2.9502 3.6083 3.3375
O 1.3051 5.0826 2.0736
O 3.1678 1.0169 6.3005
O -3.8761 -0.7266 2.6850
O -3.9440 5.0072 2.9993
O 0.7789 -4.2677 -4.8046
O 3.3690 -0.7743 -2.0780
N -1.8041 -0.3743 0.0451
N 3.2148 5.5987 0.8699
N 1.6888 1.5249 4.5928
N -2.6342 1.4581 1.2811
N -0.2038 -5.5944 -6.4282
N -5.2600 -2.3810 3.5273
N 3.4602 -1.8449 -4.1291
C -0.7294 -0.7965 1.0223
C 2.1564 1.5718 5.8891
C -1.9477 1.1285 -0.0612
C 1.7811 1.2603 -0.7774
C 4.2815 -2.4349 -5.1664
C -6.1645 -1.4335 4.1440
C 2.4902 5.7825 -0.3700
C 2.5161 5.2539 2.0075
C 2.0218 -1.8409 -4.2944
C -0.9091 -2.3663 1.5664
C -2.3602 2.7645 1.7032
C -1.4088 3.4565 0.5155
C 0.4800 2.2108 4.1842
C -1.3997 -6.2542 -6.9108
C -0.1942 -4.8496 -5.2679
C 4.6516 5.7835 0.8741
C 4.0037 -1.2880 -2.9909
C -0.5986 2.0821 0.1310
C -5.5346 -3.7973 3.6590
C -4.1662 -1.9071 2.8344
C 1.0207 -5.7221 -7.1902
C 0.5415 2.0942 -1.0465
C 2.4289 0.7659 3.6068
H 4.1026 -1.9025 -6.1053
H -1.6400 -5.8681 -7.9057
H -1.1757 -4.8177 -4.7672
H 1.7479 6.5749 -0.2342
H 3.4432 1.1699 3.5347
H 1.5195 2.1752 6.5563
H -4.7757 -4.3960 3.1481
H 4.8779 6.8064 0.5590
H 0.4648 2.7315 -2.0282
H 2.2541 1.3813 0.3117
H 5.1042 -1.3438 -2.9661
H 3.1729 6.0520 -1.1802
H -1.4436 -2.3143 2.6171
H -3.1709 0.6996 1.7562
H -3.3387 5.8022 3.2129
H -2.2464 -6.0754 -6.2425
H 5.1015 5.0757 0.1718
H -6.9794 -1.9534 4.6547
H -5.5431 -4.0589 4.7211
H 2.2949 0.5759 -1.5779
H 0.8601 -6.3377 -8.0792
H 3.1624 5.1394 2.8930
H -1.5589 -2.9467 0.7821
H -0.8238 4.4359 0.7779
H -1.6769 -0.8226 -0.9066
H 2.4878 -0.2773 3.9317
H 1.7401 -2.3137 -5.2390
H 1.5664 -2.3832 -3.4603
H 0.1609 -2.8221 1.7128
H -6.5144 -4.0101 3.2213
H -2.1455 3.5659 -0.4165
H 1.9705 4.8524 -0.6195
H -3.5452 -2.7107 2.4059
H 0.7293 2.9292 3.3978
H 0.3228 -0.7593 0.4875
H 4.0036 -3.4864 -5.2828
H 5.3434 -2.3702 -4.9140
H -2.5751 1.4722 -1.0156
H 0.0511 1.8942 1.0989
H -0.2307 1.4750 3.7966
H 1.6649 -0.8067 -4.2788
H -0.6450 -0.1384 1.9861
H -5.6070 -0.8255 4.8628
H 1.7871 -6.1803 -6.5578
H 1.3598 -4.7254 -7.4881
H -1.2107 -7.3300 -6.9710
H 1.9402 0.8207 2.6304
H 0.0242 2.7422 5.0241
H -6.5736 -0.7769 3.3702
H 5.0687 5.6144 1.8706

Properties
Energy above the lowest of the compared OMol25 structures with the same formula, charge and spin: 148.96 kcal per mole
Charge: +1

Here are the Löwdin charges for atoms 1 to 6, given in e: Br 0.313; P 0.639; O -0.031; O 0.014; O -0.084; O -0.385


(3)
DFT (ωB97M-V/def2-TZVPD) results for a 5-piece molecular cluster, C23H50Cl8O3PS overall.

Geometry (Å):
Cl -2.8634 4.6880 1.6999
Cl 4.9119 -5.1957 2.3724
Cl -0.9595 4.5388 -1.1128
Cl 5.6399 0.3208 1.4104
Cl 2.2242 -6.2231 0.5973
Cl 7.1139 3.0254 0.0257
Cl 2.4933 5.0876 4.2221
Cl 2.8426 2.6140 1.9496
S -1.5112 -1.5651 -1.3112
P -1.6844 0.4760 -1.2928
O 0.0630 0.0505 -3.3339
O -3.1766 0.9692 -1.4268
O 2.8574 -1.7122 -1.9189
C -5.4566 -1.7801 -1.0197
C 2.5311 -2.8601 -1.1411
C 6.6242 1.5363 -0.8262
C -6.9094 -2.2782 -0.9479
C 1.9496 -1.3939 -2.9473
C -2.1895 6.0754 0.7978
C -6.6412 0.5364 -1.3119
C -0.7751 1.0213 -2.8104
C 4.1568 3.6264 2.6209
C -2.1413 5.8151 -0.6860
C -5.3247 -0.2263 -1.0508
C 2.8226 -2.6178 0.3358
C 3.8918 3.9914 4.0571
C 5.3679 0.9504 -0.2364
C -1.0249 1.2693 0.1589
C -4.2768 0.2410 -2.0749
C 0.5291 -0.0032 1.7097
C -1.4975 1.3465 2.6503
C -4.6300 -2.4007 0.1429
C 3.8635 -6.9348 0.5486
C 1.2253 -0.1152 -2.5232
C -0.9343 0.4698 1.4929
C 4.5393 -6.8727 1.8941
H -5.2784 -2.9539 0.8305
H 4.4319 -6.3918 -0.2020
H -1.4419 -1.6660 0.0230
H -6.9048 -3.3700 -0.8473
H 7.4538 0.8366 -0.7728
H 5.0714 3.0399 2.5432
H -0.7895 1.4204 3.4803
H -1.6822 2.1478 0.2643
H 1.1965 0.6842 1.1857
H -3.1093 5.4989 -1.0647
H 3.9148 -7.3048 2.6712
H 1.2061 -2.1904 -3.0914
H -1.2021 6.2767 1.2045
H 2.5120 -1.5972 0.6162
H 5.4832 -7.4128 1.8500
H -3.8634 -0.5760 -2.6750
H -1.5661 -0.4275 1.4295
H 4.2389 4.5085 1.9918
H -7.3621 0.3924 -0.5031
H 3.1115 -3.7126 -1.5293
H 3.7515 -7.9708 0.2357
H -1.6905 2.3595 2.2824
H -2.8386 6.9272 0.9901
H 3.8864 -2.7406 0.5753
H 2.4763 -1.2532 -3.8991
H -1.5303 1.2979 -3.5567
H -1.8281 6.7176 -1.2065
H -5.0464 -2.1587 -1.9707
H -4.7006 0.9822 -2.7646
H -2.4365 0.9439 3.0463
H 0.9470 -0.2086 -1.4615
H -0.2240 1.9298 -2.5059
H 3.6887 3.1094 4.6585
H 6.4474 1.8056 -1.8659
H 5.0206 0.1204 -0.8503
H -7.4952 -2.0268 -1.8371
H 4.5843 1.7020 -0.1669
H -7.1072 0.2261 -2.2573
H -6.4366 1.6142 -1.3922
H -4.0968 -1.6367 0.7204
H -4.9629 0.1002 -0.0627
H 0.7031 -1.0166 1.3149
H -3.8777 -3.1161 -0.2207
H 2.2517 -3.3222 0.9512
H 1.8766 0.7641 -2.6216
H -0.0392 1.6492 -0.1391
H -7.4203 -1.8828 -0.0614
H 1.4681 -3.1089 -1.2842
H 0.7988 0.0101 2.7685
H 4.7588 4.5096 4.4623

Properties
Charge: +1

Here are the Löwdin charges for atoms 1 to 6, given in e: Cl 0.580; Cl 0.548; Cl 0.572; Cl 0.547; Cl 0.550; Cl 0.547


(4)
DFT (ωB97M-V/def2-TZVPD) results for C23H50F9Na5O19S3 as an isolated structure in a non-equilibrium geometry.

Geometry (Å):
S 2.8274 1.3072 -3.6492
S 2.6052 -0.9199 -0.0887
S 5.4594 2.4914 1.0922
Na 4.2662 -4.1454 0.9943
Na 3.0765 2.9033 -0.9660
Na 4.8164 -0.8042 2.7601
Na 1.4718 -2.1502 -3.5189
Na 5.7710 0.0828 -1.6498
F 7.0692 4.4902 0.7106
F 3.6900 3.1486 -5.3196
F 0.1369 -1.3295 0.7376
F 1.0752 0.4016 1.6154
F 3.9237 1.1144 -6.0424
F 1.9614 2.0663 -6.0506
F 8.0256 2.7173 1.4339
F 6.9012 3.9707 2.7463
F 0.4224 0.4808 -0.4331
O 3.4029 0.2819 -0.2424
O 2.1727 0.0106 -3.8017
O 4.2814 3.3466 1.0253
O -5.7235 1.0689 2.3718
O 3.1420 -1.8300 0.9494
O 2.3361 -1.6161 -1.3356
O -0.5415 4.0101 3.6145
O 2.0084 -5.1545 0.7147
O 4.1544 1.2860 -3.0457
O -1.8874 2.0069 5.5665
O -1.7789 3.6327 -3.5475
O 5.7449 1.9463 -0.2292
O -0.9142 -1.4706 -3.5448
O -3.3538 -0.2815 1.7140
O -2.2775 3.5190 -6.2548
O 5.3117 1.4522 2.1244
O 4.2981 -6.6002 1.4390
O 1.9144 2.2841 -3.0781
O -2.7877 -3.4151 -1.1255
C -1.8007 2.2966 -6.8327
C -1.8470 3.9075 3.0881
C 6.9815 3.4917 1.5430
C -1.3903 3.2892 -2.2544
C 0.8614 -4.3843 1.1116
C -0.6904 3.8127 -4.4108
C -3.3855 0.6602 2.7704
C -0.0204 2.9014 4.2853
C -1.9967 -2.2956 -3.1207
C 0.9102 -0.2933 0.5060
C -2.4179 1.8598 6.8793
C -4.1982 -3.4553 -1.3486
C -4.7576 0.8125 3.3738
C 5.5661 -7.0808 0.9825
C 1.9672 -6.4945 1.2125
C -3.0679 -1.5985 2.1357
C 3.2051 -7.1835 0.7438
C -6.8579 1.7539 2.8844
C -1.2523 -0.0933 -3.4250
C -1.1830 4.2902 -5.7613
C -0.5665 2.5350 5.6579
C -2.1765 -2.2399 -1.5882
C 3.1105 1.9592 -5.4014
H 5.4431 -7.8156 0.1847
H -6.6610 2.8256 2.9030
H -7.7061 1.4794 2.2619
H -1.5418 5.3140 -5.6180
H 1.9770 -6.4162 2.3075
H -3.3658 -1.8769 3.1457
H -1.4756 1.5845 -6.0678
H -0.5165 2.6257 -2.1958
H -2.1699 4.9276 2.8834
H -2.7767 -1.3860 -1.2601
H -2.0950 0.1361 -4.0837
H 0.0434 1.7349 6.1013
H -1.7876 -3.3578 -3.3027
H -1.5600 0.1694 -2.4100
H 6.1688 -6.3181 0.4684
H -7.1275 1.4231 3.8927
H 3.2274 -7.1125 -0.3508
H -1.0193 2.4676 -7.5740
H -5.0428 -0.1415 3.8440
H -1.1540 -2.2074 -1.2140
H -0.0420 -4.9663 0.9112
H -2.5331 3.4790 3.8214
H -4.6772 -2.5321 -1.0232
H -3.3793 1.3575 6.7715
H -0.4241 0.5545 -3.7035
H 0.0609 4.5054 -4.0100
H 0.8815 -3.5122 0.4737
H -4.3449 -3.6113 -2.4224
H 1.0401 -6.9772 0.8945
H 6.1268 -7.4789 1.8235
H -1.7675 1.1763 7.4367
H -0.5069 3.3699 6.3638
H -2.8324 -2.1647 -3.8148
H -3.2860 -2.3103 1.3427
H -4.7620 1.5688 4.1649
H -0.1418 2.8727 -4.5851
H -2.5606 2.8040 7.4055
H 1.0490 3.0727 4.4095
H -2.1557 2.7198 -1.7177
H -3.0952 1.6252 2.3490
H -1.9667 -1.6779 2.1847
H -2.7172 1.8999 -7.2759
H -2.6772 0.3580 3.5492
H 0.8640 -4.2033 2.1876
H -1.1825 4.1187 -1.5660
H -4.6179 -4.3378 -0.8760
H -1.8590 3.3531 2.1434
H -0.1271 2.0204 3.6370
H 3.1578 -8.2492 0.9889
H -0.3788 4.3562 -6.4977

Properties
Charge: +2

Here are the Löwdin charges for atoms 1 to 6, given in e: S 0.554; S 0.565; S 0.575; Na 0.689; Na 0.588; Na 0.751


(5)
DFT (ωB97M-V/def2-TZVPD) results for a 3-piece molecular cluster, C23H50N4O3 overall in a non-equilibrium geometry.

Geometry (Å):
O -1.1996 6.6096 3.0064
O 3.9964 0.0098 2.0485
O -2.6396 4.8969 2.8637
N 1.6986 -3.5875 1.0513
N -2.3460 -0.4799 -3.6953
N -2.9565 0.7775 1.9266
N -0.1933 2.4939 1.6262
C 3.0489 -3.1085 0.7977
C 0.8445 3.4618 1.1501
C -0.6695 -3.5915 0.2917
C -1.4974 5.4094 3.0152
C 3.3624 0.0557 3.3067
C -2.7202 -0.1784 -5.0644
C 0.7932 -3.3579 -0.0579
C -3.1456 -1.5372 -3.0972
C 2.2472 2.9988 1.5608
C -1.7217 0.7163 -5.7835
C 0.6129 4.7694 1.9338
C 1.8226 -6.1352 0.8194
C 1.6000 -4.8902 1.6880
C -1.4123 2.3189 0.7679
C -0.2965 4.4697 3.1783
C 2.7072 1.7211 0.8433
C 3.8552 -3.7792 -0.3209
C 4.0753 1.2620 1.4060
C -0.6621 2.9938 2.9652
C -2.0891 0.6667 -2.8471
C -4.6428 -1.2819 -2.8883
C -3.2157 1.6931 -2.6587
C -2.0481 0.9739 1.0766
H -1.7440 2.9918 3.0859
H -0.8763 -4.6374 0.5198
H 3.6228 -3.1608 1.7264
H 0.2629 1.5829 1.5999
H -3.7172 0.2842 -5.1307
H -0.7206 0.2834 -5.7579
H 2.1969 2.8383 2.6365
H -0.2046 2.3165 3.6809
H -0.9690 -2.9847 1.1483
H -3.7154 1.9374 -3.5958
H -2.1161 3.1398 0.8713
H -2.6972 -1.8166 -2.1390
H -2.7801 -1.1205 -5.6148
H 3.9368 -0.5432 4.0084
H -4.8288 -0.6182 -2.0449
H -1.7664 0.3083 -1.8642
H 2.9787 -2.0406 0.5707
H 2.9529 3.7813 1.3209
H 0.2329 4.4396 4.1216
H 4.7308 -3.1697 -0.5544
H -3.2325 1.6599 2.3647
H -1.1329 2.2775 -0.2857
H -5.1464 -2.2243 -2.6649
H -2.0135 0.8277 -6.8281
H -3.9651 1.3526 -1.9456
H -2.8026 2.6252 -2.2629
H 4.8115 1.1831 0.6135
H 0.7763 3.7181 0.0986
H 2.8120 1.9138 -0.2217
H 1.4297 -7.0142 1.3344
H -5.1194 -0.8618 -3.7741
H 4.2245 -4.7600 -0.0247
H 1.9884 0.9086 0.9755
H 1.5555 5.0505 2.3983
H 4.4199 2.0026 2.1331
H 0.6099 -4.9688 2.1447
H 3.2800 -3.8868 -1.2410
H 2.8791 -6.3225 0.6356
H -1.6940 0.1098 0.5149
H 3.2883 1.0611 3.7242
H 0.8985 -2.3148 -0.3716
H -1.6787 1.7168 -5.3509
H 2.2909 -4.9169 2.5340
H 2.3619 -0.3799 3.2551
H -1.2993 -3.3138 -0.5551
H -1.2147 1.1923 -3.2429
H -3.0387 -2.4241 -3.7294
H 0.3677 5.6468 1.3505
H 1.0458 -3.9726 -0.9360
H 1.3106 -6.0688 -0.1415

Properties
SMILES: [H]/N=C\C[N@@H+]1C[C@H](C(=O)[O-])C[C@H]1CCCOC.CCN(CC)CC.CCN(CC)CC

Here are the Löwdin charges for atoms 1 to 6, given in e: O -0.018; O -0.196; O -0.058; N -0.198; N -0.197; N 0.145


no.,HOMO-LUMO gap (eV),HOMO level (eV),calculated total energy (hartree)
1,6.679,-4.472,-4123.3975
2,6.587,-10.651,-4656.0447
3,10.007,-12.169,-5552.9318
4,5.382,-12.292,-5240.4168
5,7.806,-7.913,-1350.9577